A molecular structure, C33H21BrN6O6S2W, computed with ωB97M-V/def2-TZVPD.

Last column: natural (NBO) charge in e.
Positions of all 70 atoms, in Å:
W1 -0.36 0.96 1.31  1.613
S1 -0.61 0.43 3.79  -0.055
C1 -2.18 1.08 3.50  0.074
C2 -3.26 1.27 4.37  -0.269
C3 -4.41 1.82 3.86  -0.152
C4 -4.48 2.17 2.52  -0.269
C5 -3.39 1.97 1.71  0.050
N1 -2.26 1.43 2.21  -0.520
H1 -3.16 0.98 5.41  0.233
H2 -5.26 1.98 4.51  0.221
H3 -5.38 2.61 2.10  0.226
H4 -3.36 2.23 0.66  0.238
Br1 -0.55 -2.41 -4.94  0.053
C6 0.44 -3.30 -3.59  -0.084
C7 0.08 -4.58 -3.20  -0.226
C8 0.82 -5.21 -2.22  -0.207
C9 1.88 -4.56 -1.60  0.032
C10 2.26 -3.29 -2.03  -0.159
C11 1.54 -2.66 -3.03  -0.250
N2 2.60 -5.32 -0.61  -0.112
N3 2.93 -4.85 0.48  -0.099
C12 2.54 -3.52 0.85  0.020
C13 3.52 -2.62 1.16  -0.181
C14 3.23 -1.27 1.47  -0.254
C15 1.92 -0.85 1.49  0.345
O1 1.53 0.38 1.77  -0.715
C16 0.90 -1.79 1.22  0.090
N4 -0.35 -1.28 1.27  -0.421
C17 -1.37 -2.08 1.13  0.100
C18 -1.21 -3.46 0.92  -0.250
C19 0.05 -3.99 0.82  -0.135
C20 1.17 -3.14 0.95  -0.020
H5 -0.76 -5.08 -3.67  0.229
H6 0.58 -6.22 -1.91  0.229
H7 3.10 -2.78 -1.59  0.234
H8 1.82 -1.67 -3.35  0.254
H9 4.55 -2.94 1.12  0.230
H10 4.03 -0.57 1.68  0.231
H11 -2.36 -1.64 1.16  0.219
H12 -2.08 -4.09 0.84  0.229
H13 0.19 -5.05 0.65  0.230
O2 -1.18 4.80 -0.13  -0.596
C21 -0.72 3.84 0.45  0.773
O3 -1.03 2.59 0.21  -0.746
C22 0.27 3.96 1.55  0.084
C23 0.83 5.16 1.93  -0.195
C24 1.76 5.17 2.95  -0.154
C25 2.10 3.96 3.54  -0.239
C26 1.50 2.80 3.11  0.078
N5 0.59 2.79 2.12  -0.442
H14 0.51 6.05 1.41  0.252
H15 2.22 6.10 3.27  0.224
H16 2.83 3.91 4.34  0.228
H17 1.74 1.85 3.55  0.237
O4 2.56 0.36 -2.25  -0.930
S2 1.51 1.29 -1.92  2.328
O5 1.85 2.63 -1.58  -0.908
N6 0.53 0.64 -0.77  -0.859
C27 -0.72 0.51 -1.21  0.658
O6 -1.62 0.28 -0.35  -0.633
C28 -0.92 0.80 -2.65  -0.072
C29 -2.07 0.72 -3.41  -0.161
C30 -1.99 1.09 -4.74  -0.197
C31 -0.78 1.53 -5.29  -0.174
C32 0.37 1.62 -4.52  -0.182
C33 0.27 1.25 -3.19  -0.296
H18 -3.00 0.38 -2.98  0.233
H19 -2.87 1.05 -5.37  0.223
H20 -0.75 1.82 -6.33  0.224
H21 1.30 1.97 -4.93  0.239

Output
strongest force on any atom = 0.0088 hartree/bohr
gap between HOMO and LUMO = 6.61 eV
HOMO = -7.12 eV
lowest unoccupied orbital energy = -0.51 eV
molecular weight = 925.4 g/mol
calculated total energy = -5487.7393 Eh


A molecular structure, C11H19N5O2S, computed with ωB97M-V/def2-TZVPD.

Last column: natural (NBO) charge in e.
Positions of all 38 atoms, in Å:
C1 -0.47 -3.54 0.87  -0.614
H1 -0.94 -4.31 1.48  0.212
H2 0.33 -3.99 0.29  0.208
H3 -1.21 -3.15 0.18  0.209
C2 0.07 -2.43 1.76  -0.217
N1 0.74 -1.41 1.00  -0.575
C3 0.17 -0.29 0.59  0.643
N2 -1.04 0.08 1.00  -0.623
C4 -1.48 1.26 0.57  0.625
N3 -2.69 1.67 0.98  -0.377
C5 -3.24 2.94 0.56  -0.415
H4 -4.18 2.78 0.03  0.193
H5 -3.43 3.56 1.44  0.193
H6 -2.52 3.43 -0.09  0.255
C6 -3.51 0.87 1.85  -0.413
H7 -3.72 1.41 2.77  0.195
H8 -2.97 -0.05 2.08  0.247
H9 -4.45 0.63 1.36  0.194
N4 -0.80 2.09 -0.25  -0.594
C7 0.36 1.63 -0.64  0.345
N5 0.90 0.49 -0.24  -0.567
S1 1.37 2.50 -1.75  0.317
C8 2.75 1.30 -1.67  -0.401
C9 2.18 -0.11 -1.46  0.812
O1 2.80 -1.00 -0.89  -0.753
O2 1.33 -0.38 -2.51  -0.556
C10 0.87 -1.71 -2.60  -0.263
H10 1.66 -2.40 -2.30  0.203
H11 0.59 -1.87 -3.64  0.193
H12 -0.01 -1.86 -1.96  0.166
C11 3.74 1.67 -0.58  -0.616
H13 4.19 2.64 -0.78  0.213
H14 3.23 1.71 0.39  0.217
H15 4.51 0.91 -0.52  0.233
H16 3.22 1.33 -2.65  0.246
H17 1.62 -1.63 0.53  0.446
H18 0.79 -2.84 2.48  0.198
H19 -0.74 -1.95 2.30  0.221

Output
strongest force on any atom = 0.0133 hartree/bohr
gap between HOMO and LUMO = 9.62 eV
HOMO = -8.89 eV
lowest unoccupied orbital energy = 0.73 eV
molecular weight = 285.4 g/mol
calculated total energy = -1253.0471 Eh


4 unconnected molecules or ions with the total composition C44H79BN5O9, computed with ωB97M-V/def2-TZVPD.

Last column: Mulliken charge in e.
Positions of all 138 atoms, in Å:
C1 6.21 -0.24 2.07  -1.340
C2 6.02 1.06 1.33  0.277
O1 4.73 1.09 0.76  -0.176
C3 4.62 1.93 -0.37  -0.512
C4 3.33 1.57 -1.10  -1.561
C5 2.09 2.19 -0.50  0.707
C6 1.85 3.51 -0.42  -0.258
N1 2.70 4.45 -1.02  0.420
C7 2.59 5.87 -0.66  -1.054
C8 2.82 4.31 -2.45  0.465
C9 1.63 3.78 -3.22  -0.920
O2 3.83 4.68 -3.01  -0.579
C10 0.68 3.93 0.42  0.119
O3 0.71 4.92 1.12  -0.589
C11 -0.53 3.06 0.37  0.832
C12 -1.86 3.75 0.58  -1.131
C13 -2.18 4.06 2.04  0.770
C14 -1.84 5.42 2.59  -1.148
N2 -2.72 3.21 2.81  -0.800
C15 -0.35 1.75 0.20  0.781
C16 -1.41 0.70 0.11  -0.902
B1 -1.88 0.08 1.51  0.443
O4 -3.22 -0.10 1.74  -0.096
O5 -1.01 -0.35 2.47  -0.581
C17 1.08 1.27 0.10  -0.456
O6 1.37 0.16 0.47  -0.617
H1 7.22 -0.27 2.49  0.377
H2 6.08 -1.08 1.38  0.209
H3 5.50 -0.35 2.89  0.393
H4 6.78 1.16 0.54  -0.133
H5 6.14 1.91 2.02  0.247
H6 4.60 2.99 -0.06  0.366
H7 5.48 1.80 -1.03  0.345
H8 3.22 0.49 -1.05  0.400
H9 3.44 1.86 -2.15  0.595
H10 1.58 6.26 -0.77  0.321
H11 2.91 6.01 0.37  0.300
H12 3.26 6.42 -1.31  0.418
H13 1.58 2.69 -3.18  0.237
H14 1.73 4.08 -4.26  0.398
H15 0.69 4.17 -2.81  0.274
H16 -2.65 3.12 0.19  0.557
H17 -1.87 4.68 0.00  0.383
H18 -1.75 6.17 1.80  0.265
H19 -2.59 5.71 3.31  0.440
H20 -0.87 5.37 3.09  0.215
H21 -2.92 2.33 2.34  0.163
H22 -1.03 -0.13 -0.49  0.506
H23 -2.28 1.10 -0.43  0.171
H24 -3.77 0.18 1.00  0.135
H25 -0.70 0.29 3.11  0.334
C18 10.46 -1.92 1.00  -1.595
C19 9.86 -1.49 -0.34  1.367
C20 10.86 -1.69 -1.48  -1.235
C21 12.02 -0.69 -1.45  -0.489
C22 11.51 0.75 -1.43  -1.239
C23 10.51 1.03 -0.29  1.490
N3 9.45 -0.04 -0.33  1.005
O7 8.47 0.22 -1.10  -0.640
C24 11.22 1.09 1.06  -1.731
C25 9.82 2.37 -0.51  -1.877
C26 8.61 -2.32 -0.57  -1.726
H26 10.56 -3.01 0.99  0.484
H27 11.44 -1.51 1.21  0.298
H28 9.79 -1.66 1.82  0.249
H29 10.33 -1.58 -2.43  0.369
H30 11.23 -2.72 -1.44  0.388
H31 12.66 -0.88 -0.58  0.287
H32 12.65 -0.83 -2.33  0.395
H33 12.34 1.45 -1.33  0.347
H34 11.01 0.96 -2.38  0.395
H35 10.50 1.01 1.88  0.307
H36 11.73 2.05 1.15  0.493
H37 11.98 0.32 1.19  0.312
H38 9.35 2.43 -1.49  0.384
H39 10.57 3.16 -0.43  0.497
H40 9.05 2.53 0.25  0.380
H41 7.86 -2.08 0.19  0.274
H42 8.84 -3.38 -0.49  0.444
H43 8.17 -2.13 -1.55  0.368
C27 -7.15 -5.07 4.48  -1.670
C28 -7.55 -4.61 3.08  1.558
C29 -6.61 -5.19 2.01  -1.257
C30 -5.21 -4.57 2.04  -0.981
C31 -5.29 -3.05 1.91  0.614
C32 -6.20 -2.40 2.96  1.795
N4 -7.52 -3.11 2.95  0.556
O8 -8.34 -2.65 2.09  -0.647
C33 -5.52 -2.43 4.34  -1.985
C34 -6.44 -0.94 2.62  -1.452
C35 -8.98 -5.07 2.83  -1.866
H44 -7.37 -6.14 4.56  0.464
H45 -6.10 -4.94 4.71  0.265
H46 -7.74 -4.55 5.24  0.356
H47 -7.06 -5.01 1.03  0.317
H48 -6.56 -6.27 2.15  0.446
H49 -4.68 -4.86 2.94  0.363
H50 -4.63 -4.97 1.20  0.435
H51 -4.30 -2.60 2.00  0.337
H52 -5.67 -2.80 0.92  -0.995
H53 -6.24 -2.22 5.13  0.384
H54 -4.76 -1.65 4.36  0.455
H55 -5.02 -3.37 4.57  0.318
H56 -6.87 -0.80 1.63  0.187
H57 -5.48 -0.42 2.65  0.238
H58 -7.11 -0.47 3.33  0.523
H59 -9.67 -4.59 3.53  0.455
H60 -9.03 -6.15 2.99  0.419
H61 -9.31 -4.85 1.82  0.374
C36 -5.91 -2.71 -2.62  -1.946
C37 -5.44 -1.30 -2.23  2.025
C38 -6.46 -0.63 -1.30  -0.107
C39 -7.75 -0.23 -2.03  -0.934
C40 -7.45 0.66 -3.23  -1.312
C41 -6.43 0.05 -4.21  1.610
N5 -5.24 -0.41 -3.41  0.508
O9 -4.36 0.50 -3.22  -0.641
C42 -7.06 -1.09 -5.01  -1.672
C43 -5.95 1.11 -5.19  -1.902
C44 -4.10 -1.46 -1.53  -1.246
H62 -5.86 -3.34 -1.73  0.330
H63 -6.92 -2.75 -2.99  0.324
H64 -5.24 -3.13 -3.38  0.413
H65 -6.01 0.27 -0.87  0.391
H66 -6.68 -1.31 -0.48  -0.434
H67 -8.30 -1.12 -2.33  0.330
H68 -8.40 0.30 -1.33  0.453
H69 -8.36 0.88 -3.78  0.419
H70 -7.05 1.61 -2.87  0.412
H71 -6.29 -1.69 -5.50  0.352
H72 -7.69 -0.66 -5.79  0.480
H73 -7.69 -1.75 -4.42  0.270
H74 -5.56 1.98 -4.69  0.371
H75 -6.80 1.41 -5.82  0.438
H76 -5.17 0.71 -5.84  0.452
H77 -3.36 -1.88 -2.21  0.601
H78 -4.22 -2.16 -0.70  0.249
H79 -3.71 -0.52 -1.15  -0.247

Output
strongest force on any atom = 0.0177 hartree/bohr
gap between HOMO and LUMO (alpha / beta) = 7.15 / 7.90 eV
HOMO (alpha / beta) = -7.94 / -8.69 eV
⟨S²⟩ = 3.76
lowest unoccupied orbital energy (alpha / beta) = -0.79 / -0.79 eV
molecular weight = 833.0 g/mol
multiplicity = 4
calculated total energy = -2699.6473 Eh


A gas-phase ion, C2N4O2S (charge -2) at a distorted geometry, computed with ωB97M-V/def2-TZVPD.

Last column: natural (NBO) charge in e.
Positions of all 9 atoms, in Å:
O1 2.27 1.17 0.79  -0.741
C1 1.85 0.13 0.30  0.881
O2 2.37 -0.97 0.14  -0.744
N1 0.43 0.18 -0.22  -0.104
N2 -0.16 -0.05 -1.43  -0.101
N3 -1.45 -0.15 -1.20  -0.347
C2 -1.61 -0.07 0.12  0.129
S1 -3.26 -0.27 0.70  -0.658
N4 -0.45 0.04 0.79  -0.317

Output
strongest force on any atom = 0.0482 hartree/bohr
gap between HOMO and LUMO = 5.75 eV
HOMO = 0.26 eV
structure (SMILES) = O=C([O-])n1nnc([S-])n1
lowest unoccupied orbital energy = 6.01 eV
molecular weight = 144.1 g/mol
charge = -2
calculated total energy = -843.9098 Eh


C2H2Cl2F2 in the gas phase at a distorted geometry, computed with ωB97M-V/def2-TZVPD.

Last column: natural (NBO) charge in e.
Positions of all 8 atoms, in Å:
F1 1.53 0.88 0.29  -0.307
C1 0.57 0.38 -0.40  0.160
Cl1 -0.41 1.77 -0.81  -0.041
C2 -0.40 -0.44 0.47  0.157
F2 -1.26 0.22 1.27  -0.308
Cl2 -1.13 -1.56 -0.68  -0.038
H1 0.88 -0.23 -1.23  0.198
H2 0.22 -1.02 1.09  0.179

Output
strongest force on any atom = 0.0755 hartree/bohr
gap between HOMO and LUMO = 11.99 eV
HOMO = -11.20 eV
structure (SMILES) = F[C@H](Cl)[C@@H](F)Cl
lowest unoccupied orbital energy = 0.79 eV
molecular weight = 134.9 g/mol
calculated total energy = -1197.4973 Eh


A molecular structure, C27H21NO6PSeTi at a distorted geometry, computed with ωB97M-V/def2-TZVPD.

Last column: natural (NBO) charge in e.
Positions of all 58 atoms, in Å:
Ti1 -1.25 0.37 -0.53  1.560
O1 2.63 0.07 -1.74  -0.691
C1 1.38 0.52 -1.47  0.559
O2 0.44 -0.34 -1.05  -0.741
C2 0.99 1.80 -1.60  -0.081
C3 1.70 3.02 -1.87  -0.175
C4 1.02 4.17 -1.85  -0.243
C5 -0.42 4.22 -1.55  -0.260
C6 -1.06 3.09 -1.30  0.070
N1 -0.41 1.88 -1.33  -0.592
C7 -2.49 2.88 -0.86  0.787
O3 -3.33 3.71 -0.80  -0.573
O4 -2.66 1.57 -0.57  -0.703
H1 2.65 -0.86 -1.49  0.497
H2 2.77 3.00 -2.06  0.216
H3 1.56 5.09 -2.05  0.201
H4 -0.97 5.15 -1.50  0.223
O5 -0.46 0.00 3.40  -0.613
C8 -0.64 -0.23 2.22  0.804
O6 -0.87 0.71 1.30  -0.743
C9 -0.57 -1.67 1.71  -0.811
P1 0.92 -2.64 2.33  0.808
C10 2.18 -1.38 2.76  -0.229
C11 2.51 -0.30 1.95  -0.232
C12 3.50 0.60 2.32  -0.201
C13 4.19 0.41 3.52  -0.212
C14 3.87 -0.66 4.34  -0.224
C15 2.87 -1.55 3.96  -0.229
C16 1.60 -3.24 0.73  -0.323
C17 0.73 -3.89 -0.15  -0.155
C18 1.18 -4.42 -1.35  -0.218
C19 2.52 -4.31 -1.71  -0.231
C20 3.40 -3.68 -0.84  -0.216
C21 2.95 -3.15 0.37  -0.244
H5 -0.58 -1.72 0.62  0.236
H6 -1.46 -2.16 2.08  0.258
H7 1.97 -0.13 1.02  0.230
H8 3.73 1.44 1.68  0.216
H9 4.97 1.11 3.81  0.205
H10 4.39 -0.80 5.28  0.205
H11 2.62 -2.39 4.60  0.215
H12 -0.33 -3.97 0.10  0.209
H13 0.47 -4.89 -2.03  0.226
H14 2.87 -4.71 -2.65  0.207
H15 4.45 -3.58 -1.11  0.207
H16 3.65 -2.66 1.03  0.222
Se1 -2.85 -1.42 -1.27  -0.177
C22 -1.98 -2.64 -2.48  -0.166
C23 -2.39 -3.97 -2.50  -0.196
C24 -1.84 -4.88 -3.41  -0.241
C25 -0.87 -4.46 -4.31  -0.255
C26 -0.45 -3.14 -4.28  -0.197
C27 -1.01 -2.23 -3.38  -0.238
H17 -3.15 -4.30 -1.79  0.208
H18 -2.18 -5.91 -3.41  0.206
H19 -0.43 -5.17 -5.01  0.205
H20 0.31 -2.80 -4.97  0.207
H21 -0.69 -1.21 -3.40  0.224

Output
strongest force on any atom = 0.0387 hartree/bohr
gap between HOMO and LUMO (alpha / beta) = 6.38 / 6.38 eV
HOMO (alpha / beta) = -3.74 / -3.74 eV
lowest unoccupied orbital energy (alpha / beta) = 2.64 / 2.65 eV
molecular weight = 613.3 g/mol
charge = -1
calculated total energy = -5140.1891 Eh


A molecular structure, C18H21BBaClF6N9O8S5 at a distorted geometry, computed with ωB97M-V/def2-TZVPD.

Last column: natural (NBO) charge in e.
Positions of all 70 atoms, in Å:
Ba1 -0.82 -0.67 -1.20  1.803
C1 3.46 -3.66 -0.94  -0.687
C2 2.40 -2.60 -0.83  0.154
N1 1.13 -2.86 -0.79  -0.238
N2 0.81 -4.18 -0.84  -0.508
C3 -0.46 -4.48 -0.62  0.289
N3 -0.67 -5.85 -0.68  -0.821
S1 -1.83 -3.52 -0.28  -0.469
C4 2.84 -1.20 -0.67  0.177
C5 4.20 -0.87 -0.73  -0.223
C6 4.60 0.42 -0.46  -0.192
C7 3.66 1.37 -0.11  -0.274
C8 2.33 0.97 -0.09  0.063
N4 1.93 -0.26 -0.37  -0.473
H1 4.06 -3.52 -1.84  0.201
H2 2.99 -4.63 -0.97  0.257
H3 4.14 -3.61 -0.08  0.210
H4 0.15 -6.39 -0.49  0.369
H5 -1.51 -6.14 -0.20  0.383
H6 4.93 -1.62 -0.98  0.201
H7 5.65 0.68 -0.50  0.196
H8 3.92 2.39 0.14  0.209
H9 1.54 1.67 0.18  0.236
F1 0.67 -1.72 -6.00  -0.318
C9 0.86 -0.76 -5.09  0.716
F2 1.26 0.34 -5.72  -0.318
F3 1.83 -1.15 -4.26  -0.309
S2 -0.72 -0.47 -4.18  2.268
O1 -0.91 -1.71 -3.46  -0.958
O2 -1.66 -0.05 -5.15  -0.880
N5 -0.16 0.65 -3.21  -1.343
S3 -0.87 1.97 -2.68  2.277
O3 -1.92 2.48 -3.49  -0.877
O4 -1.00 1.90 -1.25  -0.956
C10 0.53 3.14 -2.96  0.718
F4 0.19 4.34 -2.50  -0.316
F5 0.79 3.24 -4.26  -0.319
F6 1.65 2.75 -2.34  -0.310
C11 -2.51 4.14 0.49  -0.415
N6 -2.77 2.95 1.26  -0.374
C12 -4.01 2.36 1.42  -0.087
C13 -3.81 1.20 2.08  -0.059
N7 -2.46 1.08 2.34  -0.525
B1 -1.86 -0.31 2.76  0.218
N8 -0.69 -0.10 3.76  -0.520
C14 -0.81 0.75 4.84  -0.038
C15 0.37 0.79 5.49  -0.114
N9 1.22 -0.07 4.81  -0.389
C16 2.60 -0.31 5.13  -0.407
C17 0.56 -0.62 3.74  0.290
S4 1.22 -1.75 2.68  -0.388
C18 -1.81 2.15 1.83  0.279
S5 -0.15 2.51 1.91  -0.445
H10 -2.97 5.01 0.96  0.178
H11 -2.91 4.01 -0.52  0.222
H12 -1.44 4.28 0.45  0.249
H13 -4.90 2.78 0.98  0.222
H14 -4.49 0.43 2.36  0.224
H15 -2.77 -0.90 3.33  -0.070
H16 -1.55 -0.90 1.77  -0.059
H17 -1.72 1.29 5.02  0.217
H18 0.69 1.35 6.35  0.198
H19 2.71 -0.40 6.22  0.180
H20 3.24 0.49 4.76  0.190
H21 2.89 -1.24 4.65  0.251
O5 -3.06 -0.09 -2.14  -0.992
Cl1 -4.39 0.55 -2.20  2.571
O6 -5.32 -0.31 -1.52  -0.845
O7 -4.76 0.71 -3.57  -0.838
O8 -4.31 1.82 -1.54  -0.860

Output
strongest force on any atom = 0.1133 hartree/bohr
gap between HOMO and LUMO = 6.18 eV
HOMO = -2.07 eV
lowest unoccupied orbital energy = 4.11 eV
molecular weight = 949.3 g/mol
charge = -2
calculated total energy = -4893.9418 Eh


C4H8N2O in the gas phase at a distorted geometry, computed with ωB97M-V/def2-TZVPD.

Last column: natural (NBO) charge in e.
Positions of all 15 atoms, in Å:
N1 -1.06 2.52 0.10  -0.328
C1 -0.99 1.37 0.22  0.281
C2 -0.86 -0.09 0.36  -0.154
N2 -2.13 -0.70 -0.01  -0.810
C3 0.26 -0.60 -0.57  -0.409
C4 1.55 0.19 -0.44  -0.067
O1 2.00 0.08 0.90  -0.730
H1 -0.55 -0.28 1.40  0.223
H2 -2.08 -1.71 0.13  0.362
H3 -2.87 -0.36 0.61  0.367
H4 -0.10 -0.56 -1.60  0.228
H5 0.46 -1.65 -0.32  0.214
H6 1.37 1.24 -0.71  0.177
H7 2.30 -0.21 -1.15  0.169
H8 2.69 0.75 1.04  0.476

Output
strongest force on any atom = 0.0213 hartree/bohr
gap between HOMO and LUMO = 10.92 eV
HOMO = -10.11 eV
structure (SMILES) = N#C[C@@H](N)CCO
lowest unoccupied orbital energy = 0.81 eV
molecular weight = 100.1 g/mol
calculated total energy = -341.9466 Eh